Run i
DFT (ωB97M-V/def2-TZVPD) results for a molecular structure, C5H11N3.

Geometry as XYZ:
```
19
Properties=species:S:1:pos:R:3:nbo_charge:R:1
N 1.2909 -1.2075 -1.7152 -0.681
N -0.3762 1.1831 1.6103 -0.874
N -0.4585 -0.0609 -0.6680 -0.363
C 0.9774 -0.2735 -0.8821 0.396
C -1.7134 -0.8257 1.5382 -0.668
C -0.6922 -0.0782 1.0460 0.191
C -1.3171 -0.5895 -1.4608 -0.015
C 1.8459 0.9527 -0.6653 -0.694
H 2.2619 -1.1150 -2.0088 0.343
H 0.1066 1.1664 2.4997 0.381
H 2.8209 0.6319 -0.2963 0.226
H -2.3583 -0.6359 -1.1600 0.204
H -0.9924 -1.0872 -2.3695 0.217
H -2.1158 -0.6079 2.5175 0.214
H 1.4063 1.6574 0.0350 0.257
H -2.0678 -1.7193 1.0434 0.197
H -1.2024 1.7615 1.7170 0.369
H 1.9835 1.4639 -1.6227 0.226
H 0.6008 -0.6163 0.8415 0.073
```

HOMO (spin up / spin down)   -6.821 / -6.820 eV
Gap between HOMO and LUMO (spin up / spin down)   7.02 / 7.02 eV
Multiplicity   1

=====

Run ii
DFT (ωB97M-V/def2-TZVPD) results for C5H11N3 in the gas phase.

Geometry as XYZ:
```
19
Properties=species:S:1:pos:R:3:nbo_charge:R:1
N -0.2744 1.6569 -0.0116 -0.605
N -0.9980 -1.3536 0.4296 -0.575
N 2.6009 -0.2521 -0.6585 -0.809
C 1.6299 -0.2355 0.4278 -0.022
C -1.7172 0.9094 -0.1790 -0.247
C 0.2449 -0.6342 0.1687 -0.131
C 0.4053 0.6732 0.7797 -0.128
C -1.9972 -0.7489 -0.5038 -0.249
H 3.6193 0.2525 -0.4459 0.365
H -0.5225 -2.2917 -0.2527 0.334
H -0.0369 -0.3402 -0.8919 0.142
H 2.2592 -0.6503 1.2948 0.215
H 2.3451 0.0303 -1.4766 0.342
H -2.0110 1.5562 -0.9016 0.199
H -2.1119 0.8869 0.8364 0.196
H 0.2405 0.4667 1.7628 0.204
H -1.7766 -1.0741 -1.4422 0.192
H -2.9282 -0.7373 0.0210 0.223
H 0.2302 1.7580 -0.9813 0.354
```

HOMO   -8.254 eV
SMILES string   NC1[C@H]2NCCN[C@H]12
Gap between HOMO and LUMO   9.11 eV
Multiplicity   1

=====

Run iii
DFT (ωB97M-V/def2-TZVPD) results for C5H11N3 in the gas phase.

Geometry as XYZ:
```
19
Properties=species:S:1:pos:R:3:nbo_charge:R:1
N 0.6540 -0.7070 -0.9205 -0.622
N -0.9775 -0.8401 -2.4893 -0.727
N 1.9661 1.8576 -0.3485 -0.594
C 1.4354 1.1384 0.5402 0.126
C 0.9562 -0.2938 0.4385 -0.125
C -0.3249 -0.1340 -1.6695 0.275
C -1.5388 0.0057 1.0112 -0.625
C -0.1971 -0.5933 1.4213 -0.400
H -1.9108 -0.4435 0.0888 0.223
H 0.0933 -0.2230 2.4101 0.204
H -1.4529 1.0855 0.8730 0.203
H -1.6173 -0.3162 -3.0872 0.347
H -0.3090 -1.6791 1.4984 0.207
H -0.4298 0.9482 -1.5132 0.161
H 1.8279 -0.8930 0.7625 0.227
H 0.6900 -1.7119 -1.0651 0.397
H 2.0364 1.4152 -1.2678 0.339
H -2.2668 -0.1768 1.7984 0.220
H 1.3656 1.5612 1.5186 0.166
```

HOMO   -9.209 eV
SMILES string   [H]/N=C\[C@@H](CC)N/C=N/[H]
Gap between HOMO and LUMO   10.09 eV
Multiplicity   1

=====

Most stable structure - run iii; separation to the second - 4.598 eV.

=====

Run i
DFT (ωB97M-V/def2-TZVPD) results for a molecular structure, C8H17N2O.

Geometry as XYZ:
```
28
Properties=species:S:1:pos:R:3:nbo_charge:R:1
O -1.6634 -0.7279 1.7228 -0.457
N 0.1122 0.2227 -0.1328 -0.438
N 1.3300 -0.6077 0.0623 -0.086
C 1.7217 -0.7144 1.5550 -0.396
C 0.2862 1.6522 0.2549 -0.250
C -0.8743 2.5245 -0.3059 -0.607
C 0.9731 -1.8851 -0.5090 -0.428
C -1.5704 -0.4915 0.5849 0.781
C -2.4903 -0.5618 -0.6171 -0.377
C -3.8045 -0.4654 -0.3372 -0.209
C 2.4145 -0.1171 -0.8127 -0.428
H -0.6464 3.5361 -0.0804 0.241
H 0.2238 -2.3546 0.0453 0.222
H 2.9096 0.5037 -0.0669 0.222
H 1.3046 1.8907 -0.2493 0.198
H 0.8529 -2.1171 -1.5482 0.260
H -4.2160 -0.6349 0.6053 0.223
H -0.9677 2.1953 -1.3279 0.217
H 2.2165 0.1512 1.8108 0.223
H -4.5003 -0.5022 -1.2506 0.237
H -2.0323 -0.3445 -1.5697 0.258
H -1.8044 2.2310 0.1508 0.208
H 2.2772 -1.6164 1.7684 0.236
H 0.2991 1.7937 1.3980 0.186
H 3.0054 -0.8157 -1.4050 0.256
H 1.7825 -2.5840 -0.3632 0.228
H 0.8531 -0.7480 2.1254 0.236
H 2.0075 0.5873 -1.5082 0.245
```

HOMO   -12.850 eV
Gap between HOMO and LUMO   8.98 eV
Multiplicity   1
Charge   +1

=====

Run ii
DFT (ωB97M-V/def2-TZVPD) results for a molecular structure, C8H17N2O.

Geometry as XYZ:
```
28
Properties=species:S:1:pos:R:3:nbo_charge:R:1
O 0.1033 -1.4476 -2.3995 -0.697
N 1.6448 -0.7042 -0.5292 -0.620
N -0.8468 -0.4002 -0.5010 -0.414
C -2.3043 -0.3913 -0.9401 -0.244
C -3.1922 -0.9498 0.2262 -0.636
C -0.5196 0.7436 0.4508 -0.216
C 2.7639 1.3601 0.2691 -0.447
C 0.1679 -0.3538 -1.6367 0.429
C 1.8763 0.2317 0.4582 0.070
C 3.3681 0.2339 1.1332 -0.383
C 0.7003 0.4518 1.2652 -0.434
H 0.1539 0.5898 -2.0540 0.182
H -0.6953 -1.3051 0.0434 0.456
H 3.1769 1.3170 -0.7755 0.208
H -3.5337 -0.2043 1.1122 0.243
H 3.2774 0.2128 2.2380 0.235
H -2.6821 0.6018 -1.3535 0.242
H 0.9482 -2.0014 -2.3196 0.529
H -4.1063 -1.3483 -0.1809 0.253
H 0.8344 1.2080 1.9537 0.248
H -2.4827 -1.0686 -1.7230 0.242
H -0.3258 1.7229 -0.1041 0.233
H 2.7421 2.4110 0.5976 0.250
H 2.3865 -0.5126 -1.2056 0.365
H 0.5913 -0.4684 1.7649 0.216
H 4.0661 -0.4603 0.6970 0.232
H -2.5928 -1.8848 0.5773 0.209
H -1.5204 0.8851 0.9929 0.248
```

HOMO   -12.527 eV
Gap between HOMO and LUMO   9.95 eV
Multiplicity   1
Charge   +1

=====

Most stable structure - run ii; separation to the second - 1.193 eV.

=====

Run i
DFT (ωB97M-V/def2-TZVPD) results for 2 unconnected molecules or ions with the total composition C3H9N2O2.

Geometry as XYZ:
```
16
Properties=species:S:1:pos:R:3:nbo_charge:R:1
O 0.1853 -1.5101 -0.6919 -0.596
O -1.7873 0.0326 1.5537 -0.510
N -2.0785 0.2072 -0.6829 -0.815
N 1.0529 1.1043 -1.0427 -1.000
C 0.1172 -0.5799 0.1779 0.620
C -1.3829 -0.0386 0.4478 0.613
C 0.9624 -0.3565 1.3710 -0.770
H 0.3601 -0.9594 2.0581 0.307
H 1.5202 0.7195 -1.9021 0.398
H 0.8960 0.6003 1.9705 0.308
H 1.7754 1.5975 -0.4949 0.403
H 0.9005 -2.1442 -0.5527 0.528
H -1.9091 -0.3364 -1.5060 0.413
H 2.0803 -0.6046 1.2820 0.262
H 0.3536 1.7486 -1.4461 0.409
H -3.0460 0.5196 -0.5417 0.430
```

HOMO   -14.798 eV
Gap between HOMO and LUMO   10.21 eV
Multiplicity   1
Charge   +1

=====

Run ii
DFT (ωB97M-V/def2-TZVPD) results for 3 unconnected molecules or ions with the total composition C3H9N2O2.

Geometry as XYZ:
```
16
Properties=species:S:1:pos:R:3:nbo_charge:R:1
O -1.6876 0.1789 1.2374 -0.966
O -3.7103 0.3129 -0.9368 -0.963
N 2.5191 -0.9012 -0.5180 -0.464
N 0.7356 0.0237 0.2501 -0.462
C 1.7410 0.9726 0.3203 -0.056
C 2.8380 0.4111 -0.2462 -0.044
C 1.2377 -1.1091 -0.1871 0.252
H -4.6468 0.5348 -0.9708 0.492
H 3.1103 -1.6175 -0.9021 0.453
H 1.5067 2.0055 0.5000 0.258
H -2.5674 0.1845 0.8216 0.531
H -1.7393 0.7352 2.0224 0.501
H -3.6399 -0.5592 -1.3383 0.481
H 3.8546 0.7327 -0.3214 0.257
H -0.2673 0.1375 0.5625 0.481
H 0.7155 -2.0425 -0.2936 0.248
```

HOMO   -14.241 eV
Gap between HOMO and LUMO   11.59 eV
Multiplicity   1
Charge   +1

=====

Run iii
DFT (ωB97M-V/def2-TZVPD) results for a gas-phase ion, C3H9N2O2 (charge +1).

Geometry as XYZ:
```
16
Properties=species:S:1:pos:R:3:nbo_charge:R:1
O 2.1148 0.3632 -0.6400 -0.696
O -0.7933 -2.0616 0.7387 -0.676
N -0.2409 0.0519 -0.4057 -0.404
N 1.0305 -0.5770 1.1780 -0.634
C 1.0997 0.4868 0.2448 0.416
C -1.2220 0.9096 -1.1166 -0.461
C -0.4271 -0.8154 0.8799 0.425
H -0.0084 -0.5679 -1.1131 0.425
H -1.0929 -0.2252 1.5520 0.179
H 1.0648 1.5219 0.6792 0.198
H -2.0453 0.2845 -1.3783 0.251
H -1.4187 -2.3665 1.5049 0.537
H -0.6364 1.6068 -1.8139 0.263
H -1.6878 1.7465 -0.5013 0.242
H 2.7616 1.1420 -0.6648 0.527
H 1.5015 -1.4993 0.8563 0.409
```

HOMO   -14.794 eV
SMILES string   C[N@H+]1[C@H](O)N[C@@H]1O
Gap between HOMO and LUMO   11.76 eV
Multiplicity   1
Charge   +1

=====

Most stable structure - run ii; separation to the second - 2.033 eV.

=====

Run i
DFT (ωB97M-V/def2-TZVPD) results for 5 unconnected molecules or ions with the total composition C2H13NO3S.

Geometry as XYZ:
```
20
Properties=species:S:1:pos:R:3:nbo_charge:R:1
S 1.5080 -0.3332 0.7081 0.260
O 1.4261 -0.1753 -2.3700 -0.949
O -2.3763 1.1731 -0.5724 -0.909
O 3.7973 0.1803 3.2811 -0.907
N -2.4902 -1.2257 0.4139 -0.724
C -0.1536 -0.2641 0.7796 -0.681
C -1.0844 -1.2999 -0.0104 -0.181
H 3.0154 -0.2013 3.0742 0.453
H -0.7605 -2.3101 0.0694 0.200
H -2.7769 -0.2648 0.1839 0.426
H -0.5286 0.6983 0.4114 0.355
H -0.5524 -0.3450 1.7516 0.229
H -1.0157 -0.8751 -0.9996 0.235
H 3.5417 0.9872 2.8115 0.455
H -3.0211 -1.9180 -0.1722 0.381
H -0.0514 2.2553 -2.6905 0.018
H -2.8228 2.0904 -0.5627 0.452
H 2.3462 -0.4606 -2.5546 0.461
H 0.4854 2.4082 -2.1588 -0.019
H 1.5139 -0.1195 -1.3937 0.445
```

HOMO   -9.401 eV
Gap between HOMO and LUMO   4.55 eV
Multiplicity   1

=====

Run ii
DFT (ωB97M-V/def2-TZVPD) results for 4 unconnected molecules or ions with the total composition C2H13NO3S.

Geometry as XYZ:
```
20
Properties=species:S:1:pos:R:3:nbo_charge:R:1
S -0.7253 -2.7620 1.6116 -0.075
O 0.5805 -2.2635 -2.2089 -0.952
O -0.8593 0.6448 3.3602 -0.943
O 3.9932 4.4754 -2.0509 -0.944
N -1.0939 0.3482 -0.9852 -0.864
C -1.5794 -1.3661 0.7193 -0.524
C -0.5918 -0.3269 0.2269 -0.247
H -2.3889 -0.8772 1.2773 0.233
H -1.6305 1.2053 -0.8620 0.371
H -2.2480 -1.8552 0.0090 0.226
H 4.5347 5.2163 -2.3255 0.473
H 0.4295 -2.6779 0.9626 0.127
H 3.2769 4.7784 -1.5101 0.471
H -0.2869 0.5585 -1.5696 0.367
H 0.3051 -3.1896 -2.1837 0.474
H 0.3810 -0.7511 -0.0124 0.209
H -0.3932 0.0986 2.7290 0.467
H -1.1520 0.0431 4.0503 0.473
H -0.3368 0.4387 0.9616 0.182
H -0.2149 -1.7378 -2.1997 0.477
```

HOMO   -9.278 eV
SMILES string   NCCS.O.O.O
Gap between HOMO and LUMO   9.96 eV
Multiplicity   1

=====

Most stable structure - run ii; separation to the second - 7.081 eV.

=====

Run i
DFT (ωB97M-V/def2-TZVPD) results for 2 unconnected molecules or ions with the total composition C7H11N2O2.

Geometry as XYZ:
```
22
Properties=species:S:1:pos:R:3:nbo_charge:R:1
O -2.6274 0.5934 0.9072 -0.805
O -2.0368 -0.1741 2.9030 -0.762
N 2.2921 1.6561 -1.1180 -0.493
N 0.3398 0.7148 -0.5073 -0.534
C 0.7383 0.0256 -1.6118 -0.110
C 2.9067 0.2429 -3.0311 -0.631
C 1.9111 0.6388 -2.0063 0.061
C 1.3322 1.6538 -0.2349 0.177
C -2.1748 -0.3034 1.6655 0.732
C -0.7770 -2.4559 1.8142 -0.607
C -1.7133 -1.5892 1.0203 -0.534
H -1.2966 -3.1843 2.4253 0.195
H 3.8983 0.2264 -2.5902 0.216
H -0.0163 -3.0190 1.2135 0.176
H -0.1413 -1.7515 2.3451 0.228
H 0.2994 -0.8461 -2.0706 0.216
H 1.1962 2.3980 0.5880 0.197
H 2.7341 -0.6701 -3.5830 0.205
H -0.5625 0.6293 -0.0288 0.471
H 2.9415 1.0556 -3.7537 0.207
H -2.5507 -2.1253 0.5044 0.209
H -1.2279 -1.5144 0.0107 0.191
```

HOMO   -4.400 eV
Gap between HOMO and LUMO   7.77 eV
Multiplicity   1
Charge   -1

=====

Run ii
DFT (ωB97M-V/def2-TZVPD) results for 2 unconnected molecules or ions with the total composition C7H11N2O2.

Geometry as XYZ:
```
22
Properties=species:S:1:pos:R:3:nbo_charge:R:1
O 0.6102 2.4987 -1.6873 -0.758
O 1.4277 0.4760 -2.1873 -0.836
N 0.8015 0.1339 1.9926 -0.504
N 1.6873 -0.6912 0.1001 -0.523
C -0.9544 0.7851 -2.2309 -0.514
C -1.9924 1.7500 -1.5737 -0.620
C 0.4959 1.3000 -1.9912 0.775
C -0.1980 -1.9478 2.9652 -0.634
C 0.5787 -1.2295 1.9226 0.064
C 1.5015 0.3841 0.8976 0.192
C 1.0466 -1.7313 0.7367 -0.135
H -1.1369 -0.1559 -1.7077 0.192
H -1.7984 2.7423 -1.9872 0.218
H -1.1513 0.6756 -3.2855 0.193
H 0.9190 -2.7132 0.3368 0.198
H -1.7071 1.8555 -0.5225 0.209
H 2.0675 1.2722 0.6777 0.206
H -0.6427 -2.8906 2.7102 0.206
H 2.0387 -0.6215 -0.8596 0.477
H 0.3797 -2.0749 3.9032 0.199
H -3.0314 1.4185 -1.5597 0.175
H -0.9416 -1.2360 3.3499 0.220
```

HOMO   -4.600 eV
Gap between HOMO and LUMO   8.19 eV
Multiplicity   1
Charge   -1

=====

Most stable structure - run ii; separation to the second - 0.365 eV.

=====

Run i
DFT (ωB97M-V/def2-TZVPD) results for C2H6N2O2S in the gas phase.

Geometry as XYZ:
```
13
Properties=species:S:1:pos:R:3:nbo_charge:R:1
S 2.2568 -0.6910 -0.4886 -0.006
O -2.4638 -0.7730 -0.4226 -0.562
O 0.3148 1.9698 -0.0570 -0.579
N -1.1954 -1.1529 0.0096 -0.315
N -0.6892 1.0362 -0.1572 -0.265
C 1.0212 -0.4846 0.7819 -0.597
C -0.3408 -0.1196 0.1949 0.352
H 0.0701 2.6909 -0.6225 0.482
H 1.2966 0.2533 1.5083 0.246
H 2.1265 0.5490 -0.9045 0.133
H -0.9343 -1.9978 -0.4519 0.387
H -2.3675 0.1637 -0.6982 0.482
H 0.9050 -1.4439 1.3078 0.242
```

HOMO   -8.694 eV
SMILES string   O/N=C(\CS)NO
Gap between HOMO and LUMO   9.40 eV
Multiplicity   1

=====

Run ii
DFT (ωB97M-V/def2-TZVPD) results for C2H6N2O2S in the gas phase.

Geometry as XYZ:
```
13
Properties=species:S:1:pos:R:3:nbo_charge:R:1
S -0.2637 1.4308 -0.3152 1.241
O 1.1244 0.7477 -1.0374 -0.602
O -2.3727 0.0959 -0.8344 -0.595
N -1.6509 1.2878 -0.8534 -0.578
N 1.4639 -0.5467 -0.8070 -0.291
C 0.0048 0.0210 1.0128 -0.629
C 1.3687 -0.6274 0.6690 -0.276
H 2.2986 0.0185 0.8066 0.223
H -0.9154 -0.5874 0.9896 0.248
H 0.7608 -1.0986 -1.2939 0.327
H -3.3410 0.2745 -1.1964 0.490
H 0.0361 0.6105 1.9382 0.230
H 1.4863 -1.6267 0.9216 0.213
```

HOMO   -8.580 eV
Gap between HOMO and LUMO   9.21 eV
Multiplicity   1

=====

Most stable structure - run i; separation to the second - 2.325 eV.